55
Properties=species:S:1:pos:R:3:mulliken_charge:R:1 method="wB97M-V/def2-TZVPD" max_force_ev_per_a=16.15 charge=0 multiplicity=1 e_above_lowest_kj_mol=2214.2 lumo_ev=0.27
O -2.0686 -2.4057 -2.0424 -0.49
C -2.6242 -2.4898 -1.1116 0.61
N -2.5469 -3.4200 -0.2672 -0.25
H -3.1839 -3.4890 0.5873 0.25
C -1.6168 -4.6730 -0.4780 -1.69
C -0.4465 -4.0582 0.3563 0.38
C 0.6499 -3.5690 -0.0764 0.17
C 1.5339 -3.0212 0.7210 -0.35
C 0.8014 -3.3231 1.8718 -0.28
O -0.2842 -3.9564 1.6444 -0.34
H 1.0157 -3.0198 3.0265 0.24
H 2.4232 -2.5010 0.6897 0.69
H 0.9780 -3.5343 -1.4004 -0.03
H -1.4328 -4.5951 -1.3475 0.71
H -1.9819 -5.4280 0.0408 0.53
C -3.8251 -1.4326 -0.5055 0.10
O -4.8642 -1.8377 -0.2659 -0.53
C -3.1677 -0.1628 -0.4220 0.12
C -1.7002 0.2852 -0.8273 -0.56
N -1.5549 1.5063 -0.3335 0.45
C -2.7070 2.0508 -0.0358 0.83
C -2.9953 3.4407 0.6733 -0.81
C -4.1541 3.7781 1.0085 -0.43
C -5.2451 2.7773 1.1005 -0.79
C -4.9773 1.6143 0.2245 -0.51
C -3.6186 1.1234 0.0152 0.41
H -5.7571 0.5286 0.4414 0.16
H -6.1240 3.1816 1.2439 0.50
H -4.4264 4.6234 1.4317 0.56
H -2.0540 4.0446 0.6156 0.19
C -0.1859 2.1063 -0.5245 -1.82
H -0.2587 3.0125 -0.2756 0.80
H 0.2328 1.9897 -1.4715 0.53
C 0.6713 1.0526 0.4675 0.71
O 0.1710 0.2492 1.1923 -0.50
N 2.0465 1.6958 0.5538 0.38
C 2.6630 2.4710 -0.5201 -0.89
H 1.9651 3.3347 -0.2327 0.51
C 3.0102 1.9123 -1.6901 -0.76
H 3.1481 2.8134 -2.2962 0.31
H 2.2578 1.2451 -1.9579 0.47
C 4.0853 0.9958 -1.3885 -0.89
C 3.9486 -0.2475 -0.5808 -0.21
C 4.1217 0.1387 0.8627 -1.68
C 2.7448 0.8182 1.3705 -0.40
H 3.2109 1.3199 2.3067 0.10
H 2.3390 -0.2092 1.8130 0.20
H 5.0515 0.9268 0.9191 0.43
H 4.5614 -0.4411 1.3632 1.12
H 2.9473 -0.6200 -0.7083 0.24
H 4.8464 -0.9037 -0.8450 0.30
H 4.4047 0.5321 -2.6686 0.29
H 5.3105 1.5531 -1.4746 0.26
H 3.5950 2.7529 0.2587 0.45
H -0.9334 -0.5366 -1.0518 0.22

=====

55
Properties=species:S:1:pos:R:3:mulliken_charge:R:1 method="wB97M-V/def2-TZVPD" max_force_ev_per_a=0.95 charge=0 multiplicity=1 smiles="O=C(NCc1ccco1)C(=O)c1cn(CC(=O)N2CCCCCC2)c2ccccc12" e_above_lowest_kj_mol=192.7 lumo_ev=0.29
O -2.4588 1.7461 -0.6360 -0.72
C -2.5713 1.4187 -1.8039 0.27
N -3.7259 1.4361 -2.4871 -0.08
C -5.0054 1.7777 -1.9083 -0.82
C -5.9838 0.6605 -2.0582 0.41
C -6.9515 0.4287 -2.9926 -0.51
C -7.5368 -0.8161 -2.6566 -0.33
C -6.8772 -1.2479 -1.5486 -0.42
O -5.9380 -0.3639 -1.1808 -0.31
C -1.4214 0.9561 -2.7153 0.99
O -1.6763 0.7436 -3.8958 -0.77
C -0.1211 0.8082 -2.1295 -0.50
C 0.2422 0.9868 -0.8054 -0.28
N 1.5622 0.7832 -0.6454 0.59
C 2.2610 0.8314 0.6035 -1.64
C 2.5210 -0.5951 1.1284 1.18
O 2.2041 -1.5674 0.4773 -0.65
N 3.1435 -0.6790 2.3238 0.16
C 3.4346 0.4353 3.1946 -1.01
C 2.2392 0.8939 4.0531 -0.62
C 1.2281 -0.2171 4.3419 -0.64
C 1.8519 -1.5138 4.8683 -0.75
C 2.2225 -2.4881 3.7501 -0.52
C 3.3760 -2.0035 2.8726 -1.01
C 2.1158 0.4296 -1.8570 0.55
C 3.4254 0.1160 -2.1883 -0.67
C 3.6908 -0.1873 -3.5086 -0.74
C 2.6831 -0.1763 -4.4734 -0.69
C 1.3792 0.1349 -4.1482 -0.29
C 1.0880 0.4411 -2.8238 0.16
H -3.6727 1.1378 -3.4551 0.28
H -5.4049 2.6764 -2.3904 0.30
H -4.8160 1.9794 -0.8494 0.34
H -7.2179 1.0656 -3.8112 0.44
H -8.3334 -1.3138 -3.1700 0.41
H -6.9806 -2.1319 -0.9513 0.45
H -0.3905 1.2614 0.0163 0.70
H 1.6552 1.3880 1.3210 0.29
H 3.2189 1.3442 0.4637 0.38
H 4.2424 0.1104 3.8548 0.52
H 3.8155 1.2780 2.6125 0.34
H 1.7132 1.7156 3.5632 0.32
H 2.6312 1.2817 4.9950 0.42
H 0.5186 0.1694 5.0761 0.45
H 0.6622 -0.4422 3.4354 0.25
H 2.7303 -1.2862 5.4758 0.33
H 1.1282 -2.0119 5.5165 0.37
H 1.3493 -2.6533 3.1164 0.26
H 2.5081 -3.4488 4.1825 0.40
H 3.4980 -2.6883 2.0305 0.37
H 4.3060 -1.9767 3.4469 0.43
H 4.2084 0.0935 -1.4451 0.34
H 4.6989 -0.4412 -3.8014 0.39
H 2.9349 -0.4212 -5.4948 0.39
H 0.5956 0.1416 -4.8885 0.53

=====

61
Properties=species:S:1:pos:R:3:mulliken_charge:R:1 method="wB97M-V/def2-TZVPD" max_force_ev_per_a=2.09 charge=+1 multiplicity=1 e_above_lowest_kj_mol=0.0 lumo_ev=-3.88
Pt 0.0488 0.2275 0.0826 0.14
N -2.9674 2.6892 -1.2974 -0.07
C -3.1375 2.7016 -2.6863 0.23
C -4.2617 3.2841 -3.2573 -0.63
C -4.4186 3.2901 -4.6327 -0.65
C -3.4673 2.6941 -5.4479 -0.59
C -2.3406 2.1183 -4.8817 -0.71
C -2.1690 2.1403 -3.5071 0.70
S -0.6543 1.5758 -2.8019 -0.12
N -1.1338 1.2302 -1.2051 0.07
C -2.0848 1.9195 -0.6176 0.97
C -2.1622 1.8473 0.8272 0.17
C -3.2720 2.2415 1.5750 -0.73
C -3.2274 2.1783 2.9502 -0.53
C -2.0526 1.7614 3.5638 -0.89
C -1.0061 1.3448 2.7674 0.03
N -1.0614 1.3507 1.4373 -0.18
H -3.6258 3.2148 -0.7481 0.15
H -5.0177 3.7241 -2.6167 0.36
H -5.2867 3.7610 -5.0724 0.39
H -3.6013 2.6810 -6.5202 0.40
H -1.5801 1.6582 -5.4999 0.41
H -4.1753 2.5612 1.0733 0.35
H -4.0825 2.4675 3.5450 0.46
H -1.9570 1.7606 4.6394 0.44
H -0.0726 1.0187 3.2039 0.52
N -0.4803 -1.7060 2.7094 -0.11
C 0.8037 -1.3775 2.5016 0.20
N 1.2338 -0.6186 1.5157 0.56
C 2.6157 -0.4178 1.5790 0.18
C 3.3740 0.3475 0.7004 -0.75
C 4.7361 0.4506 0.9156 -0.85
C 5.3454 -0.1859 1.9946 -0.53
C 4.6004 -0.9402 2.8836 -0.56
C 3.2373 -1.0444 2.6607 0.86
S 2.0458 -1.9045 3.6053 -0.26
H -1.0729 -1.7360 1.8702 0.06
H -0.6706 -2.3897 3.4229 0.32
H 2.8862 0.8533 -0.1214 0.38
H 5.3396 1.0388 0.2379 0.41
H 6.4107 -0.0839 2.1494 0.39
H 5.0597 -1.4353 3.7283 0.42
C -2.5973 -4.8245 -3.5571 -1.28
C -2.3078 -3.6928 -2.5976 -0.09
O -1.1080 -4.0096 -1.8559 -0.19
P -0.5722 -2.9218 -0.8208 0.55
O -1.7253 -2.2991 -0.1055 -0.79
Te 0.9889 -1.3434 -1.8128 -0.35
O 0.4073 -3.7754 0.0960 0.02
C -0.0489 -4.9346 0.8286 -0.25
C 0.4706 -6.2056 0.1908 -1.19
H -3.5836 -4.6808 -3.9974 0.38
H -2.5866 -5.7776 -3.0295 0.32
H -1.8607 -4.8570 -4.3585 0.31
H -3.1273 -3.5503 -1.8930 0.28
H -2.1548 -2.7526 -3.1365 0.25
H -1.1411 -4.9357 0.8751 0.38
H 0.3500 -4.8218 1.8382 0.32
H -0.0295 -6.3911 -0.7585 0.23
H 0.2895 -7.0469 0.8596 0.39
H 1.5415 -6.1180 0.0119 0.31

=====

58
Properties=species:S:1:pos:R:3:mulliken_charge:R:1 method="wB97M-V/def2-TZVPD" max_force_ev_per_a=1.30 charge=0 multiplicity=1 smiles="CCCCC(=O)Nc1ccc(C(=O)Nc2ccc(S(=O)(=O)Nc3nccc(C)n3)cc2)cc1" e_above_lowest_kj_mol=0.0 lumo_ev=0.18
C -0.0164 4.7168 -7.8506 -1.43
C 0.7906 3.6596 -7.1062 -0.09
C 1.0433 2.4352 -7.9835 -0.57
C 1.9260 1.3775 -7.3064 -0.90
C 1.1970 0.7545 -6.1309 0.59
O 0.4141 -0.1578 -6.2577 -0.65
N 1.5012 1.3467 -4.9335 -0.10
C 0.9947 1.0747 -3.6656 0.92
C 1.4605 1.8448 -2.5978 -0.68
C 0.9955 1.6200 -1.3217 -0.94
C 0.0678 0.6102 -1.0699 0.38
C -0.3961 0.4359 0.3324 0.68
O -0.4065 1.3506 1.1288 -0.65
N -0.7778 -0.8485 0.6337 -0.11
C -1.2771 -1.3468 1.8323 0.84
C -1.6727 -0.5179 2.8840 -0.81
C -2.1622 -1.0755 4.0492 -0.35
C -2.2545 -2.4476 4.1659 0.07
S -2.8386 -3.1744 5.6782 1.38
O -3.2972 -2.1699 6.5857 -0.67
O -3.7008 -4.2827 5.3964 -0.73
N -1.4279 -3.9049 6.2914 -0.20
C -0.4023 -3.1214 6.7255 0.25
N 0.4606 -3.6443 7.5938 -0.70
C 1.4488 -2.8529 7.9776 -0.17
C 1.5921 -1.5562 7.5160 -0.82
C 0.6442 -1.1108 6.5952 0.95
C 0.6733 0.2619 6.0116 -1.09
N -0.3435 -1.9037 6.2021 -0.10
C -1.8826 -3.2838 3.1321 -0.68
C -1.3956 -2.7337 1.9629 -0.82
C -0.4084 -0.1436 -2.1401 -0.80
C 0.0442 0.0840 -3.4245 -0.65
H -0.1917 5.5812 -7.2149 0.38
H 0.5144 5.0467 -8.7409 0.35
H -0.9793 4.3141 -8.1556 0.35
H 1.7470 4.0915 -6.7976 0.26
H 0.2453 3.3640 -6.2071 0.22
H 1.5308 2.7535 -8.9076 0.38
H 0.0895 1.9759 -8.2495 0.34
H 2.1299 0.5817 -8.0241 0.36
H 2.8729 1.8218 -6.9942 0.32
H 2.1656 2.1082 -4.9613 0.17
H 2.1869 2.6251 -2.7778 0.32
H 1.3431 2.2186 -0.4938 0.42
H -0.6099 -1.5463 -0.0780 0.19
H -1.5853 0.5506 2.7777 0.50
H -2.4690 -0.4670 4.8831 0.50
H -1.5232 -4.8050 6.7350 0.27
H 2.1434 -3.2881 8.6849 0.41
H 2.3989 -0.9238 7.8474 0.39
H 1.6457 0.7258 6.1523 0.41
H -0.0831 0.8729 6.5023 0.25
H 0.4261 0.2196 4.9540 0.15
H -1.9855 -4.3500 3.2538 0.42
H -1.1002 -3.3753 1.1448 0.36
H -1.1706 -0.8951 -1.9912 0.41
H -0.3354 -0.4971 -4.2478 0.55